1.
Here is a molecular structure, C25H18Cl5N7NdSTe in a non-equilibrium geometry from OMol25. Energies are from the ωB97M-V functional and the def2-TZVPD basis.

Its net charge is +1. The multiplicity is 4. As for the electronic energy: -4874.95744 hartree. For the HOMO energy (spin up / spin down), the calculation gives -9.76 / -9.78 eV. For the HOMO-LUMO gap (spin up / spin down), the calculation gives 3.97 / 3.99 eV.

Atoms and positions in Å:
Nd (0.82650, -0.48756, 0.14114)
N (-1.05081, 3.08064, 1.87203)
C (-0.26964, 2.04828, 2.29791)
N (0.64023, 1.49528, 1.51863)
C (-1.43350, 2.70154, -0.37914)
N (-1.15211, 3.60068, 0.61415)
C (-1.04646, 3.22355, -1.73849)
C (-0.50913, 4.55512, -1.79985)
N (-0.09098, 5.02848, -2.93406)
C (-0.02690, 4.15348, -3.97644)
C (-0.57501, 2.88028, -3.95808)
N (-1.01616, 2.34943, -2.82720)
H (-1.31233, 3.78844, 2.57790)
H (-0.50701, 1.76179, 3.32426)
H (-0.40931, 5.10770, -0.85100)
H (0.56898, 4.48952, -4.80371)
H (-0.42577, 2.24092, -4.79763)
Cl (-1.58577, -2.86662, -2.28461)
C (0.11349, -2.65828, -2.69272)
C (0.96392, -1.83698, -1.95744)
C (2.27811, -1.53664, -2.26891)
Cl (3.37527, -0.76546, -1.16677)
C (2.71350, -1.87454, -3.55120)
Cl (4.30973, -1.54502, -4.03428)
C (1.82171, -2.57532, -4.39960)
Cl (1.90070, -2.43788, -6.10867)
C (0.60140, -3.13602, -3.91723)
Cl (-0.20786, -4.29665, -4.89553)
N (-1.45856, 0.40793, -1.00038)
C (-1.91910, 1.38990, -0.17935)
S (1.72567, 2.08493, 0.31606)
N (-2.62612, 1.03747, 0.88527)
C (-3.21351, -0.25638, 0.96923)
C (-3.81926, -0.77854, -0.14264)
C (-4.15141, -2.11728, -0.14270)
C (-4.12914, -2.89579, 1.01903)
C (-3.56111, -2.30609, 2.18130)
C (-3.22096, -0.99567, 2.18033)
H (-1.13721, 0.96386, -1.89773)
H (-2.01548, -0.44196, -1.13975)
H (-2.65743, 1.60732, 1.71782)
H (-3.79538, -0.24249, -1.05579)
H (-4.48291, -2.55177, -1.06920)
H (-4.37402, -3.97870, 1.01522)
H (-3.69415, -2.80362, 3.14737)
H (-2.75555, -0.56261, 3.04325)
Te (1.11870, -2.96514, 2.00198)
C (2.47420, -1.79622, 3.07037)
C (3.70825, -1.76982, 2.42353)
C (4.78305, -1.02159, 2.95781)
C (4.71077, -0.47274, 4.21639)
C (3.53413, -0.50269, 4.87908)
C (2.43004, -1.17251, 4.32285)
H (3.77345, -2.22432, 1.41770)
H (5.73415, -1.02967, 2.43208)
H (5.53812, 0.12976, 4.62565)
H (3.41325, -0.03331, 5.89318)
H (1.57277, -1.19043, 4.90859)

Forces on the atoms, in the same order (eV/Å):
1.1431 -1.6443 0.6314
-1.2179 2.3848 0.8015
1.8460 -0.7429 -2.6708
-1.0234 0.2717 3.0876
2.2780 4.4487 1.4261
-0.8543 -2.7837 -1.8016
0.5807 -0.7109 -0.9220
-1.2613 -1.7708 0.8216
1.1044 -0.6542 -1.3773
-0.4127 1.0541 0.8034
1.3199 0.3685 0.6118
-0.9174 2.1406 2.6366
0.3645 -0.4287 -0.5032
0.1980 -0.6367 -0.2606
-0.1918 0.0224 -0.9094
-0.2691 0.1764 -0.5275
-0.2193 -0.4493 -0.4860
0.5008 -0.0457 0.2040
1.5674 0.7335 -0.9804
-0.9233 0.5357 1.9486
-1.4708 -1.6208 -2.1013
0.0711 0.2722 0.3916
-0.4090 -0.6834 -0.2424
0.3357 0.2948 -0.5042
-0.8188 0.3605 0.6724
0.9368 -0.3281 -0.1907
0.4552 0.4717 0.1744
-0.2491 0.2752 0.2363
0.1855 1.9191 -1.7707
0.0633 -2.7608 1.7129
-1.3320 0.2451 -0.2017
-0.2815 -0.2039 -0.3248
-0.6082 -0.5351 1.3509
0.7456 -0.8676 0.2774
-0.9768 -1.0294 0.3655
1.3627 0.1087 0.1826
-2.6175 -1.3480 -0.0367
1.5725 1.6818 -1.2188
-0.4169 -1.4568 0.4121
0.5314 0.2787 -0.0347
-0.1649 0.4834 -0.3212
-0.6265 0.4717 -0.7260
-0.2271 -0.1467 -0.1602
-0.0001 1.0308 -0.0791
0.6449 -0.1049 -0.4396
-0.0034 0.2301 0.4878
-1.3822 0.2614 -0.2329
1.2633 0.2107 0.4165
0.9193 1.3275 -0.5340
0.0914 -1.6182 -0.8209
1.4870 1.4671 -0.3243
-2.1284 -0.2748 1.4781
1.0278 0.2344 -0.5166
0.3321 0.1889 0.7973
-0.1622 0.1674 -0.0685
-0.2775 -0.6069 -0.2648
0.1788 -0.5295 -1.1732
-1.6639 -0.1355 0.7978

---

2.
Here is C2H4FN in the gas phase in a non-equilibrium geometry from OMol25. Energies are from the ωB97M-V functional and the def2-TZVPD basis.

The structure (SMILES) is C/C=N\F. As for the energy relative to the best compared isomer or geometry (same formula, charge and spin): 56.3 kcal per mole. As for the electronic energy: -233.12144 hartree. For the HOMO energy, the calculation gives -10.85 eV. For the HOMO-LUMO gap, the calculation gives 11.73 eV.

Atoms and positions in Å:
C (0.63728, -0.27254, 0.00596)
C (-0.92523, -0.17111, 0.16519)
N (1.66022, 0.45817, -0.26429)
F (1.38484, 1.77517, -0.64572)
H (-1.19331, -0.76765, -0.68775)
H (0.86734, -1.34125, 0.25537)
H (-1.31284, 0.76138, 0.02254)
H (-1.11831, -0.44217, 1.14871)

Forces on the atoms, in the same order (eV/Å):
-0.4712 0.0625 0.7211
3.8513 -0.0807 -2.0255
-0.7793 -1.5503 0.0680
-0.7613 -0.1512 0.3239
-1.0100 -0.8521 0.2741
0.7076 1.1803 -0.3000
-0.8131 2.7130 -0.5052
-0.7239 -1.3215 1.4436

---

3.
Here is C3H3F2I3 in the gas phase in a non-equilibrium geometry from OMol25. Energies are from the ωB97M-V functional and the def2-TZVPD basis.

The structure (SMILES) is FC(F)(I)[C@@H](I)CI. As for the energy relative to the best compared isomer or geometry (same formula, charge and spin): 5.9 kcal per mole. As for the electronic energy: -1208.88939 hartree. For the HOMO energy, the calculation gives -9.63 eV. For the HOMO-LUMO gap, the calculation gives 8.67 eV.

Atoms and positions in Å:
C (-0.24115, -0.84464, -0.94188)
C (-0.22898, 0.46312, -0.16573)
C (0.47008, 0.33922, 1.07539)
F (1.20894, 1.33049, 1.71154)
F (1.40065, -0.57294, 0.90582)
I (-1.68344, -0.60577, -2.54341)
I (0.75846, 2.09526, -1.30387)
I (-0.83497, -0.30405, 2.81533)
H (-0.40594, -1.69767, -0.31770)
H (0.71693, -0.99960, -1.39659)
H (-1.16059, 0.79657, 0.16110)

Forces on the atoms, in the same order (eV/Å):
-0.3147 1.1314 -0.7311
0.1573 1.4437 -1.6158
2.6224 -0.4401 4.3313
-1.4826 0.3326 -1.2860
1.3003 -1.8043 0.1171
0.3339 -0.4769 0.4900
-0.5283 -0.6592 0.3385
0.2364 0.0589 -0.9182
-0.7540 -0.4255 0.3102
0.3473 0.0094 -0.4182
-1.9180 0.8299 -0.6178

---

4.
Here is a molecular structure, C30H26N5O6SSm in a non-equilibrium geometry from OMol25. Energies are from the ωB97M-V functional and the def2-TZVPD basis.

As for the energy relative to the best compared isomer or geometry (same formula, charge and spin): 36.2 kcal per mole. The multiplicity is 6. As for the electronic energy: -2940.21848 hartree. For the HOMO energy (spin up / spin down), the calculation gives -7.41 / -7.43 eV. For the HOMO-LUMO gap (spin up / spin down), the calculation gives 6.47 / 6.48 eV.

Atoms and positions in Å:
Sm (-15.80370, -12.57210, -6.70222)
O (-16.32345, -10.49259, -7.26071)
C (-16.17439, -9.60359, -8.28478)
C (-16.94863, -8.43201, -8.38591)
C (-16.52240, -7.47112, -9.29139)
C (-15.36705, -7.59075, -10.05303)
C (-14.71468, -8.79817, -10.03865)
C (-15.14255, -9.85980, -9.21604)
C (-14.57414, -11.18281, -9.38009)
N (-15.09009, -12.28155, -8.89679)
N (-15.09301, -13.39678, -9.61179)
C (-16.15964, -14.17247, -9.26624)
O (-16.95225, -13.85598, -8.31659)
C (-16.29501, -15.42027, -10.01322)
C (-15.26771, -15.65664, -10.94815)
C (-15.46100, -16.55081, -11.99604)
C (-16.65042, -17.24672, -12.11090)
C (-17.68275, -17.01488, -11.17793)
C (-17.47050, -16.24529, -10.01841)
H (-17.86619, -8.41320, -7.76596)
H (-17.08254, -6.55118, -9.47245)
H (-14.93227, -6.77063, -10.64641)
H (-13.84713, -9.00448, -10.69482)
H (-13.63734, -11.30149, -9.91718)
H (-14.36540, -15.09803, -10.76435)
H (-14.69029, -16.67291, -12.78117)
H (-16.84680, -17.82999, -13.02426)
H (-18.72275, -17.41023, -11.28377)
H (-18.25892, -16.16082, -9.21475)
N (-10.77584, -18.15840, -4.74987)
C (-11.65966, -17.49755, -5.10141)
C (-12.70620, -16.69624, -5.58077)
C (-12.64458, -16.11410, -6.85353)
C (-13.61537, -15.21537, -7.27585)
N (-14.62775, -14.80583, -6.45098)
C (-14.78921, -15.42657, -5.26166)
C (-13.84189, -16.37190, -4.80101)
H (-11.83038, -16.26109, -7.54463)
H (-13.51231, -14.72159, -8.20672)
H (-15.55712, -15.15820, -4.51159)
H (-13.91885, -16.77683, -3.80984)
C (-8.68447, -10.69337, -8.96139)
C (-9.01444, -11.03444, -7.55916)
C (-9.19627, -10.13020, -6.54207)
C (-9.52281, -10.57033, -5.25783)
C (-9.48107, -11.93713, -4.94946)
C (-9.20903, -12.87063, -5.93330)
C (-9.01261, -12.40769, -7.21540)
S (-10.14523, -12.64491, -3.43222)
O (-10.99306, -13.78233, -3.82110)
O (-9.11873, -12.83141, -2.42471)
N (-11.16363, -11.48584, -2.67265)
C (-12.35719, -11.00060, -3.34337)
C (-13.46034, -12.01739, -3.23189)
C (-14.32487, -12.12951, -4.50089)
O (-15.56470, -12.57935, -4.37218)
O (-13.81022, -12.03091, -5.64782)
H (-7.57896, -10.55094, -9.11466)
H (-9.12481, -9.69967, -9.22964)
H (-9.06027, -11.43277, -9.68037)
H (-9.12919, -9.03038, -6.71319)
H (-9.76684, -9.83204, -4.45089)
H (-9.20085, -13.99190, -5.69401)
H (-8.68479, -13.10472, -8.00061)
H (-10.67595, -10.90745, -1.99816)
H (-12.05891, -10.79053, -4.38709)
H (-12.61310, -10.03472, -2.92918)
H (-14.17290, -11.82458, -2.33873)
H (-12.97485, -13.02840, -3.20847)

Forces on the atoms, in the same order (eV/Å):
-1.8079 0.6212 -0.9890
-0.3577 1.1500 -1.4553
0.1352 -1.6047 1.9105
-0.0368 -0.6412 -0.1140
-0.8486 0.9632 0.1003
0.8224 -0.1347 -0.3414
0.9072 -1.0032 -0.3351
0.3456 0.3311 0.5151
0.6077 -0.5114 0.5367
-1.2941 2.8796 0.3541
-0.2615 -2.6007 -0.6540
1.9495 1.1021 1.1024
-0.2512 -0.1703 0.4052
-0.5554 -1.2286 -0.9489
-0.8441 -0.5642 0.2560
0.9325 -0.1510 -0.1695
-1.3315 0.5969 -0.3934
-0.4787 -0.5973 0.9692
0.3517 1.2963 -0.4775
0.7526 0.4587 -0.4876
-0.0984 -0.2429 0.4845
-0.6738 -0.4140 0.2616
-0.5357 0.3135 0.3787
-0.3102 0.1602 -1.1441
0.0888 0.0869 -0.6269
-0.4194 0.0025 0.6943
0.0746 0.1837 0.6424
1.2334 -0.1195 -0.1279
0.9872 0.1713 -1.1817
-0.9445 0.6894 -0.3183
1.7798 -1.4844 0.7165
-2.1806 1.6687 -0.5706
-0.2146 0.2451 -0.2638
-0.4956 -0.1706 2.5893
0.2469 -1.0939 0.0004
1.7092 -0.7791 0.2734
0.4072 0.3672 -0.8091
0.2354 -0.3651 0.1512
-0.1704 0.4175 -0.8090
0.2085 0.2533 -1.0854
-0.1848 -0.1304 0.2341
0.4377 1.7058 -1.0352
0.4983 -1.7458 0.4667
-0.4426 1.3655 0.5451
0.2240 0.0860 1.2661
-1.2281 0.4005 0.2537
-0.0526 -1.6660 -0.0809
0.8613 0.0046 -0.7280
-1.1787 0.1387 2.1928
1.2555 1.6929 0.1953
-0.4232 0.0378 -1.1850
1.3705 -1.1959 -0.6914
1.0282 0.2231 -0.7468
-1.9416 -0.1954 0.0443
-1.2913 -1.6677 0.7461
2.0484 1.1212 0.1399
0.3322 0.5347 0.6537
-0.9288 -0.3708 0.1873
0.2402 -0.7826 0.1164
0.1924 0.1557 0.2748
-0.1757 -1.0150 -0.0105
0.2615 -0.7717 -0.8811
-0.0028 1.8999 -0.4052
-0.4969 0.1842 0.3466
0.0253 -0.1979 -0.3026
-0.6648 -0.2271 0.1295
-0.1647 0.1547 0.2627
1.3655 -0.5892 -1.4000
-0.6295 0.7687 0.3721

---

Q: Among the records above, which one has the lowest electronic energy?
A: C25H18Cl5N7NdSTe